No. 1
The following is a quantum chemistry calculation of a single C5H6ClFO molecule, from the OMol25 dataset.

Computed properties:
Orbital gap ... 9.5578 eV
Energy relative to the best compared isomer or geometry (same formula, charge and spin) ... 57.3 kcal/mol
SMILES string ... FCC1=C[C@@H](Cl)CO1
E_LUMO ... 0.3226 eV
HOMO energy ... -0.33939 Ha

```
! wB97M-V def2-TZVPD RIJCOSX def2/J DEFGRID3
* xyz 0 1
F 1.7010 -0.5016 2.1832
C 1.4454 0.5847 1.3483
C 0.4481 0.1509 0.4165
C -0.9672 0.2685 0.5069
C -1.4280 0.0565 -0.7976
Cl -1.0576 1.2738 -2.0681
C -0.3790 -1.0964 -1.2225
O 0.8885 -0.3599 -0.8191
H 2.4416 0.9795 0.8799
H 1.1040 1.4347 1.9914
H -1.2269 0.9689 1.2700
H -2.4171 -0.5112 -0.8021
H -0.0681 -1.1080 -2.3396
H -0.4848 -2.1403 -0.5472
*
```

***

No. 2
The following is a quantum chemistry calculation of a molecular structure, C15H31BrP2Pt, from the OMol25 dataset.

Computed properties:
Expectation value of S² ... 2.0060
Orbital gap (spin up / spin down) ... 5.9764 / 5.7900 eV
Energy relative to the best compared isomer or geometry (same formula, charge and spin) ... 46.1 kcal/mol
E_LUMO (spin up / spin down) ... -0.4859 / -0.4935 eV
HOMO energy (spin up / spin down) ... -0.23748 / -0.23091 Ha

```
! wB97M-V def2-TZVPD RIJCOSX def2/J DEFGRID3
* xyz 0 3
P 2.3615 0.4465 -0.2560
P -0.8601 -1.3486 -1.6797
C 1.8491 -0.8317 -1.4327
C 0.5709 -0.3745 -2.1497
H 1.7463 -1.7770 -0.8862
H 2.6497 -0.9935 -2.1688
H 0.3231 0.6886 -2.0018
H 0.6717 -0.4914 -3.2438
C -0.2657 -3.0665 -2.0627
H -0.9595 -3.8075 -1.6528
H 0.7205 -3.2721 -1.6361
H -0.2060 -3.2113 -3.1485
C -1.9392 -1.2128 -3.1607
H -1.5026 -1.7408 -4.0174
H -2.0830 -0.1579 -3.4206
H -2.9204 -1.6470 -2.9409
C 3.8172 -0.0046 0.6508
H 3.9711 0.6996 1.4785
H 4.6864 0.0474 -0.0190
H 3.7162 -1.0320 1.0209
C 2.7891 1.8209 -1.3925
H 2.0350 1.9337 -2.1881
H 3.7511 1.5820 -1.8670
H 2.8914 2.7656 -0.8376
Pt -2.2505 0.8676 4.2733
C -2.0774 -0.6435 -0.5312
C -1.2355 -1.7181 0.0738
C -0.1874 -1.5346 1.1530
C 0.2939 -0.1614 1.6267
C 0.9780 0.9506 0.6668
C 0.1676 1.9217 -0.0634
C -1.2086 1.8705 -0.4645
C -2.1406 0.7488 0.0432
C -1.7610 2.4727 5.2485
H -3.0802 -0.9603 -0.8326
H -1.7440 -2.6844 0.1715
H 0.6480 -2.2157 0.9123
H -0.6697 -1.9683 2.0441
H -0.5184 0.3120 2.2207
H 1.0307 -0.3922 2.4215
H 1.4698 1.5707 1.4598
H 0.6968 2.8580 -0.2599
H -1.2751 1.9839 -1.5615
H -1.6582 2.8022 -0.0774
H -2.0712 0.6545 1.1307
H -3.1424 1.1557 -0.1359
H -2.5739 3.2190 5.1506
H -0.7994 2.8522 4.8460
H -1.6572 2.1738 6.3117
Br -3.0482 -1.1505 3.1846
*
```

***

No. 3
The following is a quantum chemistry calculation of a molecular structure, C6H10N2O, from the OMol25 dataset.

Computed properties:
Orbital gap (spin up / spin down) ... 6.8461 / 6.5755 eV
Energy relative to the best compared isomer or geometry (same formula, charge and spin) ... 189.2 kcal/mol
E_LUMO (spin up / spin down) ... -0.6471 / -0.6491 eV
HOMO energy (spin up / spin down) ... -0.27537 / -0.26550 Ha

```
! wB97M-V def2-TZVPD RIJCOSX def2/J DEFGRID3
* xyz 0 1
C 0.9517 1.2704 0.8436
C -1.9968 0.4052 0.8756
C -1.5164 -1.1372 -1.1317
C 1.5598 0.9808 -0.4195
C -0.8714 -0.1915 -0.0664
C 1.6582 -0.9693 -0.0242
N 0.3332 -0.4900 0.4349
N 2.7026 1.5063 -0.6717
O 1.7381 -2.0783 -0.5740
H 3.2975 0.9023 -1.2677
H 1.2748 1.0957 1.8562
H 0.2368 2.0745 0.6193
H 2.6338 -0.7973 0.5448
H -2.3590 1.3489 0.4544
H -1.6664 0.5232 1.9101
H -2.9022 -0.2354 0.9299
H -0.9325 -2.0688 -1.2711
H -1.5960 -0.6538 -2.1038
H -2.5459 -1.4856 -0.9385
*
```

***

No. 4
The following is a quantum chemistry calculation of a molecular structure, C11H24N3O8PS, from the OMol25 dataset.

Computed properties:
Orbital gap ... 7.6742 eV
Energy relative to the best compared isomer or geometry (same formula, charge and spin) ... 81.6 kcal/mol
E_LUMO ... -0.9253 eV
HOMO energy ... -0.31603 Ha

```
! wB97M-V def2-TZVPD RIJCOSX def2/J DEFGRID3
* xyz 0 1
C 5.3325 0.0251 2.4789
C 3.8803 -0.6945 2.7361
O 3.1778 -0.2966 3.8152
O 3.2619 -1.7353 1.8909
C 2.9102 -1.2209 0.5565
C 2.2957 0.2990 0.5460
C 1.1866 0.5577 -0.6790
C 0.2171 1.7693 -0.1524
P -1.3692 1.2141 0.7503
O -1.1863 1.8687 2.3916
N -2.2772 2.6507 2.6104
O -2.8532 2.7839 1.5154
S -1.5444 -0.9130 0.9221
C -2.6434 -1.3110 2.4340
O -2.3371 -1.4013 -0.3362
O -0.2186 -1.6720 1.1661
H 5.4745 0.2224 1.3331
H 6.2297 -0.6404 2.8963
H 5.3430 1.0748 3.0289
H 3.8656 -1.2123 -0.1371
H 2.1272 -1.9666 0.0507
H 3.2008 1.0267 0.3038
H 1.7187 0.6003 1.5369
H 0.6277 -0.4344 -0.9702
H 1.8400 0.9523 -1.5961
H 0.8904 2.4701 0.5406
H -0.0375 2.4400 -1.1019
H -3.1700 -0.3625 2.8726
H -3.4473 -2.1246 2.1389
H -1.9439 -1.8460 3.2401
O 3.0651 0.6853 -3.4390
C 3.1063 0.6858 -4.6639
N 2.2783 -0.1122 -5.3924
C 4.0510 1.5462 -5.4521
H 2.2752 -0.1465 -6.4015
H 1.6323 -0.7015 -4.8832
H 5.0784 1.2921 -5.1775
H 3.8569 2.5965 -5.2180
H 3.9306 1.4000 -6.5292
O -6.1046 -0.5784 2.8210
C -6.5814 -0.8710 1.7305
N -7.9255 -0.8271 1.5196
C -5.7456 -1.2941 0.5573
H -8.3643 -1.0587 0.6403
H -8.5099 -0.5447 2.2959
H -5.1860 -2.1948 0.8242
H -5.0490 -0.4894 0.3067
H -6.3596 -1.5114 -0.3212
*
```

***

No. 5
The following is a quantum chemistry calculation of 2 unconnected molecules or ions with the total composition C5H14NO2, from the OMol25 dataset.

Computed properties:
Orbital gap ... 10.4279 eV
Energy relative to the best compared isomer or geometry (same formula, charge and spin) ... 34.8 kcal/mol
E_LUMO ... -3.1918 eV
HOMO energy ... -0.50052 Ha

```
! wB97M-V def2-TZVPD RIJCOSX def2/J DEFGRID3
* xyz 1 1
C 0.3711 0.0512 -0.8161
O 0.0977 1.0368 -1.7956
C -0.7207 0.1751 0.2542
C -0.4128 -0.5964 1.5181
C 0.7066 -0.1007 2.3937
C 1.8455 -0.7446 2.5616
N -0.8790 1.6510 0.4949
H 0.3260 -0.9294 -1.2729
H 1.3588 0.1373 -0.3485
H -0.0412 0.5784 -2.6330
H -1.6189 -0.1933 -0.2266
H -0.2073 -1.6159 1.1712
H -1.2885 -0.7347 2.1511
H 0.4998 0.8094 2.9575
H 2.0905 -1.6846 2.0945
H 2.6143 -0.3321 3.2016
H -1.0857 2.0808 -0.4229
H -1.7180 1.8076 1.0595
H -0.0475 2.0878 0.9011
H 0.0501 -1.2539 -4.8086
H -1.3877 -1.3551 -4.2814
O -0.5532 -0.8746 -4.1536
*
```

***

No. 6
The following is a quantum chemistry calculation of a molecular structure, C39H33F10GeMgN8O2, from the OMol25 dataset.

Computed properties:
Orbital gap ... 5.8585 eV
Energy relative to the best compared isomer or geometry (same formula, charge and spin) ... 99.1 kcal/mol
E_LUMO ... 1.9425 eV
HOMO energy ... -0.14391 Ha

```
! wB97M-V def2-TZVPD RIJCOSX def2/J DEFGRID3
* xyz -1 1
Mg 1.8999 1.0097 -1.5169
C 1.6851 1.5949 -4.4411
N 1.5657 2.3673 -3.2034
C 2.5620 3.4444 -3.1526
C 3.9131 2.9443 -2.6264
N 3.6534 2.1255 -1.4603
C 4.6437 1.7200 -0.6526
C 6.0149 2.0452 -0.6570
F 6.5189 2.8696 -1.6107
C 6.9098 1.5588 0.2801
F 8.2004 1.9315 0.2098
C 6.5093 0.7048 1.2886
F 7.3846 0.2491 2.2066
C 5.1729 0.3391 1.3338
F 4.7376 -0.4882 2.2953
C 4.3031 0.8284 0.3935
F 2.9944 0.4353 0.4651
C 0.1888 2.8343 -2.9965
C -0.7635 1.6635 -2.6906
N -0.0754 0.6165 -1.9574
C -0.3453 -1.9007 -1.7193
C -1.5390 -2.7359 -2.1048
F -1.9477 -2.5287 -3.3853
C -2.2423 -3.5428 -1.3290
F -3.3055 -4.1693 -1.8539
C -2.0243 -3.6244 0.1687
F -2.2254 -4.8559 2.1753
C -0.5420 -3.3034 0.3515
F 0.0425 -3.7834 1.4561
C 0.1507 -2.4642 -0.4239
F 1.3828 -2.0710 -0.0444
H 1.4623 2.2221 -5.3156
H 1.0000 0.7506 -4.4122
H 2.6931 1.1931 -4.5263
H 2.1876 4.2109 -2.4693
H 2.6822 3.9109 -4.1397
H 4.5233 3.8280 -2.4098
H 4.4408 2.3890 -3.4146
H -0.1750 3.4077 -3.8615
H 0.2094 3.5092 -2.1407
H -1.1759 1.2717 -3.6333
H -1.6256 2.0822 -2.1442
O 2.9814 -2.6382 -2.9398
C 2.1937 -1.7498 -2.6570
O 2.5098 -0.5685 -2.2853
C 0.6959 -2.0690 -2.8604
C -0.8809 -0.4103 -1.5969
Ge -2.0185 -0.9420 1.1898
C -2.8782 -2.5401 0.8666
C -2.3302 -5.0240 0.7753
C -3.6431 -5.6335 0.4553
C -4.8346 -5.0100 0.4916
C -5.1520 -3.6356 0.7374
C -4.2848 -2.5889 0.9092
C -3.1952 0.5834 1.5408
C -3.6490 0.8227 2.8399
C -4.4946 1.8935 3.1075
C -4.8873 2.7441 2.0827
C -4.4366 2.5208 0.7889
C -3.5983 1.4464 0.5231
C -0.6746 -0.9937 2.6110
C -1.0600 -1.6983 3.7526
C -0.2480 -1.7077 4.8792
C 0.9659 -1.0352 4.8715
C 1.3785 -0.3693 3.7257
C 0.5589 -0.3475 2.6049
H 0.6568 -3.1104 -3.1763
H 0.3569 -1.4502 -3.6940
H -1.8678 -0.3746 -2.0800
H -1.2066 -0.3565 -0.3842
H -1.5248 -5.7117 0.5067
H -3.6180 -6.6899 0.2181
H -5.6987 -5.6411 0.2992
H -6.2074 -3.4069 0.8290
H -4.7593 -1.6444 1.1729
H -3.3369 0.1728 3.6510
H -4.8484 2.0613 4.1175
H -5.5431 3.5794 2.2930
H -4.7332 3.1860 -0.0121
H -3.2501 1.2818 -0.4905
H -1.9802 -2.2730 3.7412
H -0.5582 -2.2582 5.7588
H 1.6037 -1.0559 5.7463
H 2.3487 0.1100 3.6923
H 0.9103 0.1317 1.7062
N -1.1335 3.2330 2.4990
N -0.0762 3.0870 1.6304
N 0.9648 3.8813 1.6663
C 1.6625 3.4234 0.6337
N 1.0463 2.4069 0.0253
N -0.0790 2.2035 0.6840
H -0.7421 3.4051 3.4176
H -1.6744 2.3726 2.4714
H 2.6242 3.7987 0.3325
*
```

***

In eV/Å, the max |F| values for the records above are, in order, 6.83, 3.67, 6.22, 8.55, 1.30, 1.01.